(1)
The following is a quantum chemistry calculation of C26H22Br2N6O6S2Ta as an isolated structure, from OMol25.

Last column: Mulliken spin population.
Cartesian coordinates (Å):
Ta1 0.0679 0.1489 -0.3137  0.112
C1 2.1995 2.9263 -2.8381  0.001
C2 1.3366 1.7213 -2.6649  -0.005
O1 1.1072 1.4026 -1.4100  0.004
C3 0.8251 1.0090 -3.6927  0.007
C4 0.0080 -0.1596 -3.5353  0.006
C5 -0.4791 -0.8356 -4.7786  0.002
N1 -0.3284 -0.6258 -2.3690  -0.004
N2 -1.1349 -1.7663 -2.4257  0.005
C6 -1.5756 -2.0561 -1.2620  0.003
O2 -1.2299 -1.3465 -0.1943  -0.003
C7 -2.4778 -3.2002 -1.0393  -0.001
C8 -2.9655 -3.4514 0.2389  -0.001
C9 -3.8169 -4.5246 0.4583  0.001
C10 -4.1816 -5.3471 -0.5962  0.000
C11 -3.6968 -5.0950 -1.8745  0.000
C12 -2.8490 -4.0256 -2.0988  -0.001
H1 1.7128 3.7878 -2.3777  0.000
H2 2.3862 3.1332 -3.8889  0.000
H3 3.1439 2.7694 -2.3145  0.000
H4 1.0431 1.3282 -4.7001  0.000
H5 -0.0843 -0.3417 -5.6626  0.000
H6 -1.5695 -0.8043 -4.7928  -0.001
H7 -0.1945 -1.8867 -4.7777  0.000
H8 -2.6815 -2.7967 1.0517  -0.001
H9 -4.1982 -4.7153 1.4530  0.000
H10 -4.8462 -6.1840 -0.4247  0.000
H11 -3.9841 -5.7352 -2.6984  0.000
H12 -2.4655 -3.8126 -3.0870  0.000
Br1 -1.9725 -0.0711 2.8422  0.002
C13 -0.3082 -0.9545 2.8445  -0.001
C14 0.0632 -1.6226 4.0026  -0.001
C15 1.2257 -2.3692 3.9935  0.000
C16 1.9647 -2.4510 2.8243  0.001
C17 1.5279 -1.7418 1.7288  0.001
N3 0.4291 -0.9722 1.7394  0.017
C18 2.2593 -1.8165 0.4113  0.001
O3 3.3077 -2.4059 0.3136  0.001
O4 1.6427 -1.2037 -0.5677  0.000
H13 -0.5688 -1.5564 4.8752  0.000
H14 1.5376 -2.8979 4.8843  0.000
H15 2.8653 -3.0397 2.7333  0.000
S1 -2.8470 1.2262 -2.1260  0.146
C19 -1.7707 1.3806 -0.9186  -0.041
Br2 0.7817 4.8046 5.3229  -0.001
C20 -0.4207 4.6566 3.8678  -0.066
C21 -1.4436 5.5889 3.7320  0.173
N4 -2.3167 5.5311 2.7231  -0.071
C22 -2.2024 4.5611 1.8365  0.128
C23 -1.1966 3.5690 1.8958  -0.025
C24 -0.2740 3.6377 2.9595  0.129
C25 -1.1053 2.5398 0.9416  0.363
O5 -1.9689 2.4643 -0.0805  -0.009
O6 -0.2340 1.5721 1.0186  0.049
H16 -1.5616 6.3940 4.4454  0.012
H17 -2.9273 4.5430 1.0319  0.018
H18 0.5249 2.9137 3.0419  0.047
N5 5.2960 1.6579 0.5959  0.000
C26 4.1180 1.0945 0.2703  0.000
N6 4.0690 0.4461 -0.9059  0.000
S2 2.7920 1.2516 1.2909  0.002
H19 6.1047 1.5978 0.0028  0.000
H20 5.3668 2.1321 1.4774  0.000
H21 4.9249 0.1372 -1.3376  0.000
H22 3.2460 -0.1137 -1.0952  0.000

Summary:
* spin multiplicity: 2
* gap between HOMO and LUMO (spin up / spin down): 0.18995 / 0.25281 Ha
* ΔE to the lowest compared entry with this formula, charge and spin: 14.6 kJ/mol

(2)
The following is a quantum chemistry calculation of a 9-piece molecular cluster, C31H73N9O10 overall, from OMol25.

Last column: Mulliken charge in e.
Cartesian coordinates (Å):
C1 -1.9304 -0.3683 -3.9604  -0.897
C2 -2.2802 1.1289 -3.7356  -0.660
C3 -3.6179 1.2283 -2.9313  1.668
N1 -4.2738 2.4994 -3.2896  -0.588
C4 -5.5514 2.6496 -2.5718  -0.443
O1 -6.3853 1.5217 -2.6189  -0.298
C5 -6.7582 1.1549 -3.9373  -0.486
C6 -6.7231 -0.4173 -4.0000  -0.440
O2 -7.0991 -1.0060 -2.7806  -0.463
C7 -5.9969 -1.4799 -2.0145  -0.255
H1 -2.8100 -0.9034 -4.3556  0.266
H2 -1.6672 -0.8197 -2.9943  0.053
H3 -1.0764 -0.4965 -4.6453  0.421
H4 -2.4279 1.5812 -4.7319  0.322
H5 -1.4635 1.6807 -3.2401  0.327
H6 -4.2026 0.3508 -3.2286  -0.757
H7 -3.4375 1.1646 -1.8405  -0.465
H8 -3.6791 3.2260 -2.8979  0.303
H9 -6.0821 3.5711 -2.8849  0.292
H10 -5.3205 2.7912 -1.4908  0.268
H11 -6.1355 1.6106 -4.7217  0.340
H12 -7.8066 1.4444 -4.1532  0.408
H13 -5.7310 -0.7287 -4.3687  0.219
H14 -7.4625 -0.7129 -4.7674  0.352
H15 -5.6770 -0.6484 -1.3541  0.197
H16 -5.1214 -1.7604 -2.6157  0.167
H17 -6.2861 -2.2989 -1.3377  0.189
C8 -2.4945 -3.3160 -1.2997  0.045
O3 -3.0843 -2.2490 -1.3345  -0.589
N2 -2.9017 -4.4053 -0.6072  0.209
C9 -2.1479 -5.6439 -0.6102  -0.774
C10 -4.1290 -4.3310 0.1643  -0.971
H18 -1.5558 -3.4731 -1.8519  0.289
H19 -2.7698 -6.4495 -1.0079  0.374
H20 -1.8476 -5.8912 0.4113  0.290
H21 -1.2573 -5.5455 -1.2293  0.168
H22 -4.9633 -4.0938 -0.4978  0.273
H23 -4.0454 -3.5389 0.9111  0.265
H24 -4.3161 -5.2802 0.6613  0.408
C11 -2.0416 -4.8960 3.5645  -0.058
O4 -1.7879 -5.8148 2.8082  -0.574
N3 -1.4643 -3.6772 3.5178  0.438
C12 -1.8043 -2.6145 4.4439  -0.624
C13 -0.4591 -3.4167 2.5047  -0.775
H25 -2.7880 -4.9906 4.3699  0.314
H26 -2.1822 -1.7590 3.8844  0.093
H27 -0.9073 -2.3208 4.9914  0.268
H28 -2.5634 -2.9422 5.1526  0.309
H29 -0.8898 -3.5647 1.5115  -0.143
H30 0.3644 -4.1224 2.6340  0.236
H31 -0.0882 -2.3974 2.5945  0.492
C14 -1.2994 0.5994 2.5911  0.258
O5 -0.6074 0.5448 3.5917  -0.661
N4 -1.1336 1.4681 1.5758  0.293
C15 -2.0187 1.4592 0.4263  -1.156
C16 -0.0510 2.4313 1.6370  -1.077
H32 -2.1493 -0.0849 2.4323  0.219
H33 -1.4510 1.2739 -0.4879  0.503
H34 -2.5159 2.4300 0.3547  0.321
H35 -2.7735 0.6827 0.5387  0.231
H36 0.8997 1.9003 1.7096  0.313
H37 -0.1686 3.0584 2.5230  0.332
H38 -0.0527 3.0540 0.7453  0.376
C17 3.0114 3.2835 -0.7925  0.129
O6 2.3705 2.4767 -1.4345  -0.634
N5 3.0896 4.6052 -1.0622  0.184
C18 3.8757 5.5122 -0.2496  -0.913
C19 2.3603 5.1281 -2.2044  -1.026
H39 3.5994 2.9874 0.0924  0.315
H40 3.2262 6.2825 0.1715  0.337
H41 4.6414 5.9866 -0.8673  0.331
H42 4.3603 4.9742 0.5634  0.294
H43 1.2955 4.9264 -2.0800  0.269
H44 2.7039 4.6299 -3.1127  0.288
H45 2.5195 6.2007 -2.2933  0.434
C20 4.5105 -5.4325 3.2519  0.064
O7 5.3635 -5.0383 2.4800  -0.591
N6 3.7533 -4.6453 4.0409  0.221
C21 2.7471 -5.1916 4.9268  -0.708
C22 3.9444 -3.2060 4.0025  -1.102
H46 4.2741 -6.5043 3.3601  0.284
H47 1.7712 -4.7807 4.6565  0.158
H48 2.9826 -4.9120 5.9550  0.281
H49 2.7103 -6.2774 4.8511  0.344
H50 3.7662 -2.8461 2.9840  0.219
H51 4.9711 -2.9665 4.2798  0.302
H52 3.2637 -2.7243 4.6807  0.556
C23 4.3155 -1.4448 7.2475  0.061
O8 3.7161 -2.2609 6.5728  -0.527
N7 4.3577 -0.1214 6.9913  0.157
C24 5.0911 0.8019 7.8343  -0.937
C25 3.6433 0.3901 5.8326  -0.901
H53 4.8863 -1.7323 8.1445  0.269
H54 4.4050 1.5462 8.2438  0.342
H55 5.8578 1.3064 7.2426  0.340
H56 5.5697 0.2719 8.6557  0.288
H57 2.5814 0.1547 5.9218  0.329
H58 4.0266 -0.0840 4.9276  0.211
H59 3.7715 1.4675 5.7607  0.355
C26 1.2009 -3.2743 -1.8605  0.144
O9 0.3150 -2.5036 -2.1798  -0.622
N8 2.3246 -2.9340 -1.2027  0.257
C27 3.3428 -3.9132 -0.8707  -0.923
C28 2.5175 -1.5457 -0.8165  -1.085
H60 1.1502 -4.3510 -2.0954  0.276
H61 3.4730 -3.9530 0.2127  0.324
H62 4.2864 -3.6237 -1.3371  0.336
H63 3.0589 -4.9014 -1.2285  0.298
H64 1.7021 -1.2306 -0.1629  0.253
H65 2.5096 -0.9118 -1.7040  0.377
H66 3.4661 -1.4325 -0.2963  0.386
C29 2.5332 8.4756 -4.6441  0.093
O10 1.5998 9.0510 -4.1248  -0.603
N9 2.5006 7.8758 -5.8547  0.115
C30 3.6577 7.2043 -6.4125  -0.943
C31 1.2643 7.9080 -6.6167  -0.947
H67 3.5154 8.3949 -4.1481  0.321
H68 3.9334 7.6754 -7.3584  0.356
H69 3.4202 6.1532 -6.5904  0.334
H70 4.5018 7.2654 -5.7277  0.306
H71 0.9784 8.9435 -6.8065  0.293
H72 0.4683 7.4306 -6.0434  0.294
H73 1.3949 7.3868 -7.5623  0.386

Summary:
* spin multiplicity: 1
* SMILES: CCCNCOCCOC.CN(C)C=O.CN(C)C=O.CN(C)C=O.CN(C)C=O.CN(C)C=O.CN(C)C=O.CN(C)C=O.CN(C)C=O
* gap between HOMO and LUMO: 0.32946 Ha

(3)
The following is a quantum chemistry calculation of a 2-piece molecular cluster, CH5Cl3Si2 overall, from OMol25.

Last column: Mulliken charge in e.
Cartesian coordinates (Å):
C1 1.9919 -0.3064 0.4345  -0.352
Si1 -0.3322 1.1562 0.2990  0.457
Si2 -1.8997 -0.3032 -0.4740  0.496
Cl1 3.3993 0.7976 0.6231  -0.155
Cl2 2.1048 -1.2685 -1.0540  -0.130
Cl3 -1.9868 -1.8128 0.8595  -0.244
H1 2.1145 -1.0069 1.2900  0.306
H2 -0.0092 1.7719 -1.0003  -0.066
H3 -0.3511 2.0822 1.3975  -0.083
H4 -3.3052 -0.0614 -0.5160  -0.159
H5 -1.7262 -1.0487 -1.8593  -0.070

Summary:
* spin multiplicity: 1
* gap between HOMO and LUMO: 0.28749 Ha
* ΔE to the lowest compared entry with this formula, charge and spin: 619.7 kJ/mol

(4)
The following is a quantum chemistry calculation of C40H68MgO27S5 as an isolated structure, from OMol25.

Last column: Mulliken charge in e.
Cartesian coordinates (Å):
Mg1 2.5388 -1.4193 -5.4942  0.864
C1 2.6349 0.4814 0.3922  -0.426
C2 1.7754 1.0695 1.3936  0.403
C3 0.1944 1.4822 1.0083  0.389
O1 -0.5779 1.8532 1.8512  -0.576
C4 -0.1009 1.2218 -0.4730  -0.461
C5 0.7517 0.6916 -1.3079  0.470
C6 2.1268 0.3217 -0.8449  0.462
O2 2.9087 -0.2224 -1.7092  -0.638
O3 0.3406 0.4166 -2.5364  -0.686
O4 2.2086 1.2715 2.5119  -0.623
H1 3.6356 0.1783 0.6622  0.507
H2 -1.0539 1.5710 -0.8420  0.445
C7 -2.7778 -2.9906 3.7384  -1.370
C8 -3.8719 -3.2063 2.6005  0.288
C9 -3.4685 -3.1225 1.1497  -0.415
O5 -3.0067 -4.4300 0.8669  -0.286
C10 -3.6461 -5.2585 1.6959  0.674
O6 -3.7307 -6.5137 1.7147  -0.596
O7 -4.2488 -4.5626 2.7017  -0.375
H3 -2.6657 -1.9362 3.9908  0.368
H4 -1.8916 -3.5390 3.4189  0.325
H5 -2.9986 -3.6035 4.6124  0.380
H6 -4.7158 -2.5504 2.8144  0.370
H7 -2.6048 -2.4652 1.2501  0.301
H8 -4.2270 -2.7721 0.4496  0.334
C11 -4.9853 2.9005 -6.1934  -1.390
C12 -5.3871 4.2878 -6.4527  0.449
C13 -4.4200 5.3940 -6.8832  -0.351
O8 -5.1362 5.9437 -7.9460  -0.309
C14 -6.0950 5.2026 -8.3686  0.644
O9 -6.8345 5.3411 -9.3365  -0.577
O10 -6.1662 4.0744 -7.5849  -0.310
H9 -4.1602 2.4879 -6.7741  0.362
H10 -5.9581 2.4459 -6.0064  0.315
H11 -4.5096 2.9122 -5.2128  0.398
H12 -5.9895 4.4810 -5.5650  0.224
H13 -3.5081 4.9928 -7.3255  0.266
H14 -4.1193 6.1109 -6.1191  0.280
C15 -2.0727 6.2852 9.1240  -1.312
C16 -2.9682 6.8231 7.9036  0.314
C17 -3.4862 5.7347 6.9910  -0.386
O11 -4.8018 6.1588 6.6958  -0.283
C18 -5.1216 7.1219 7.5068  0.674
O12 -6.2595 7.6473 7.5179  -0.633
O13 -4.2105 7.4063 8.3654  -0.325
H15 -2.0497 7.0167 9.9317  0.342
H16 -1.0255 6.2003 8.8340  0.366
H17 -2.4162 5.3236 9.5053  0.352
H18 -2.3821 7.6102 7.4291  0.256
H19 -3.4753 4.7933 7.5404  0.321
H20 -2.6662 5.7593 6.2733  0.315
C19 -6.6327 2.3007 1.2515  -1.453
C20 -7.9742 1.8097 0.7075  0.542
C21 -8.3323 2.4921 -0.6159  -0.389
O14 -8.7122 1.3481 -1.4065  -0.353
C22 -8.3235 0.1315 -0.8211  0.598
O15 -8.4208 -0.9523 -1.2583  -0.464
O16 -7.8899 0.4106 0.4556  -0.347
H21 -6.6945 3.3849 1.3451  0.392
H22 -5.7324 2.0434 0.6935  0.345
H23 -6.3473 2.0377 2.2701  0.359
H24 -8.7922 2.0965 1.3684  0.199
H25 -7.5941 3.1868 -1.0165  0.272
H26 -9.1727 3.1292 -0.3404  0.299
C23 6.1035 -4.7922 5.4269  -1.386
C24 4.7242 -5.5007 5.1650  0.255
C25 3.8122 -4.5954 4.3885  -0.326
O17 3.7462 -5.3231 3.1664  -0.276
C26 4.2620 -6.6079 3.2523  0.625
O18 4.2755 -7.3822 2.2194  -0.576
O19 5.0892 -6.6007 4.3198  -0.323
H27 6.7614 -4.7902 4.5579  0.363
H28 6.6871 -5.3095 6.1884  0.337
H29 5.9552 -3.7614 5.7488  0.388
H30 4.1941 -5.9994 5.9764  0.357
H31 4.3897 -3.6769 4.2833  0.290
H32 2.9184 -4.4388 4.9924  0.271
C27 3.3829 -0.1584 8.5663  -1.255
C28 2.3450 0.9403 8.8524  0.333
C29 1.0174 0.8644 8.1268  -0.354
O20 0.0566 0.8380 9.1519  -0.354
C30 0.6673 0.9641 10.4084  0.661
O21 0.1647 1.2281 11.4409  -0.508
O22 1.9426 0.9806 10.2075  -0.383
H33 4.1266 -0.1024 9.3612  0.341
H34 3.8182 -0.0164 7.5771  0.343
H35 2.7552 -1.0490 8.5969  0.335
H36 2.6940 1.9278 8.5502  0.283
H37 0.9214 -0.0198 7.4967  0.291
H38 1.0168 1.7472 7.4874  0.268
C31 6.7143 5.4446 3.9641  -0.904
S1 8.2086 5.3543 2.8399  0.481
O23 9.3994 5.0841 3.7622  -0.599
C32 7.6930 3.8065 2.0071  -0.912
H39 5.7795 5.2321 3.4453  0.348
H40 6.6965 6.2941 4.6469  0.305
H41 6.7861 4.5226 4.5410  0.303
H42 8.4609 3.6116 1.2585  0.312
H43 6.7772 4.0524 1.4695  0.342
H44 7.6337 2.8765 2.5724  0.325
C33 5.5957 3.5734 -5.8997  -0.922
S2 3.8340 3.5326 -6.4950  0.463
O24 3.4926 2.1950 -5.9348  -0.620
C34 3.1783 4.7098 -5.3330  -0.901
H45 6.3639 3.0685 -6.4854  0.328
H46 5.5897 3.3683 -4.8292  0.291
H47 5.8189 4.6319 -6.0329  0.338
H48 3.4287 5.7412 -5.5815  0.370
H49 3.4427 4.2569 -4.3774  0.290
H50 2.0930 4.6579 -5.4197  0.312
C35 6.1710 -4.7239 -9.0864  -0.990
S3 6.6011 -3.1710 -8.1585  0.470
O25 5.6424 -2.7971 -7.0538  -0.632
C36 6.2660 -2.0548 -9.5342  -0.814
H51 5.2746 -4.6938 -9.7060  0.336
H52 6.0817 -5.4634 -8.2906  0.314
H53 6.9646 -4.9507 -9.7984  0.380
H54 5.5447 -2.5394 -10.1922  0.251
H55 7.2114 -1.8519 -10.0373  0.324
H56 5.9640 -1.0742 -9.1665  0.309
C37 -4.0954 -6.0100 -6.7871  -0.952
S4 -4.5025 -4.2879 -7.3088  0.481
O26 -5.9586 -4.2885 -7.7051  -0.617
C38 -4.5775 -3.4916 -5.6447  -0.854
H57 -4.0540 -6.5365 -7.7406  0.315
H58 -4.9004 -6.4592 -6.2056  0.346
H59 -3.0888 -6.1204 -6.3837  0.344
H60 -3.6565 -3.1263 -5.1903  0.339
H61 -4.9242 -4.3550 -5.0769  0.256
H62 -5.4560 -2.8509 -5.7211  0.343
C39 2.1196 -7.5784 -4.8422  -0.890
S5 2.4654 -6.3572 -3.5992  0.516
O27 1.8663 -5.0530 -4.1233  -0.641
C40 1.1027 -6.8951 -2.4817  -0.928
H63 2.6015 -7.3030 -5.7803  0.317
H64 1.0467 -7.6645 -5.0142  0.279
H65 2.4115 -8.4960 -4.3315  0.357
H66 1.0488 -6.4321 -1.4964  0.337
H67 1.1834 -7.9784 -2.3912  0.316
H68 0.1264 -6.6173 -2.8790  0.310

Summary:
* spin multiplicity: 1
* gap between HOMO and LUMO: 0.09756 Ha

Which calculated total energy belongs to each record? In order, -7785.58090 -2470.12483 -2000.57698 -5786.89440 Eh.